Below is a structure of composition C13H24Cl2N2NdO at a distorted geometry, with properties calculated with ωB97M-V/def2-TZVPD.

Results
**M**: 439.5 g mol⁻¹
**Spin multiplicity**: 4
**LUMO energy (spin up / spin down)**: 0.082 / 0.082 hartree
**Charge**: -1
**HOMO level (spin up / spin down)**: -0.070 / -0.072 Eh

XYZ file:
```
43
Properties=species:S:1:pos:R:3:forces:R:3
Nd 1.618470 0.066441 -0.494745 -0.418 -0.423 -1.367
Cl 1.801543 -2.469437 -0.681053 0.068 -1.439 0.340
Cl 2.976380 2.101678 0.360948 0.597 1.013 0.704
C 2.656003 0.276108 -2.560852 -0.168 -0.166 -0.761
H 3.139751 1.255020 -2.639511 0.329 -0.252 -0.237
H 3.211355 -0.551928 -3.036249 -0.027 0.576 0.046
C 0.076807 0.710492 -2.370123 -0.770 -1.652 3.267
C 1.218549 0.405709 -3.222526 2.173 0.418 -2.005
H 0.251511 1.551022 -1.644751 -0.097 0.342 -0.803
C 0.942248 -0.719336 -4.259635 -0.314 0.621 0.287
H 1.306428 1.305315 -3.848420 0.370 0.231 -0.766
C -0.237666 -0.273056 -5.118209 -0.017 -0.096 -0.181
H 1.826592 -0.873091 -4.891698 -0.074 0.110 0.188
H 0.708898 -1.672349 -3.779159 0.026 -0.036 0.231
C -1.483410 -0.011010 -4.276700 -0.105 -0.347 0.218
H 0.054069 0.634559 -5.653193 0.004 0.190 0.068
H -0.459976 -0.998105 -5.905289 -0.100 -0.198 -0.012
C -1.225497 0.895496 -3.068404 -0.278 0.608 -0.232
H -2.284035 0.406328 -4.902630 0.087 0.054 0.091
H -1.868138 -0.973774 -3.918336 0.119 -0.062 0.037
H -1.224936 1.928269 -3.429438 -0.299 0.447 -0.457
H -2.074287 0.831959 -2.377954 -0.015 -0.032 -0.041
C -1.275525 -1.956444 1.604277 0.046 -0.359 -0.593
N -0.947614 -1.099557 2.732233 -0.091 -0.126 0.049
C -1.392953 -1.462804 4.065496 -0.197 0.262 -0.373
C -0.506514 -0.787581 5.084074 0.080 -0.537 0.595
C -0.394746 0.686990 4.809346 -0.216 0.120 -0.256
N 0.024590 0.903456 3.442814 -0.020 0.061 0.216
C 0.619712 2.189611 3.143896 0.271 0.217 -0.282
C -0.247629 0.016555 2.467153 0.722 0.445 -2.058
O 0.160408 0.222497 1.269940 -1.735 -0.101 3.114
H -0.362752 -2.267051 1.069371 -0.351 0.057 0.165
H -1.924374 -1.444537 0.874480 0.222 -0.134 0.301
H -1.791515 -2.847708 1.980229 0.110 0.231 -0.043
H -2.438208 -1.146630 4.218100 0.108 -0.150 -0.034
H -1.350211 -2.554719 4.128799 -0.001 0.175 0.203
H 0.482599 -1.254515 5.076525 -0.024 0.083 -0.040
H -0.938741 -0.935576 6.074439 0.081 -0.035 0.081
H 0.359544 1.158113 5.441419 -0.125 -0.066 0.162
H -1.364472 1.171924 5.001407 0.127 0.066 0.028
H -0.133742 2.977733 3.026903 -0.041 -0.116 0.076
H 1.274387 2.451533 3.977385 0.020 0.072 -0.087
H 1.217109 2.152394 2.229624 -0.076 -0.070 0.161
```
Positions in Å, forces in eV/Å.